Entry 1:
Computed, not measured: C7H21NP3 as an isolated structure, with ωB97M-V/def2-TZVPD.

Calculated values
F_max = 1.01 eV Å⁻¹
Net charge = +1
Frontier orbital gap = 9.87 eV
LUMO = -2.81 eV
DFT total energy = -1357.8789 Eh
Energy above the lowest of the compared OMol25 structures with the same formula, charge and spin = 0.000 eV
M = 212.17 g mol⁻¹

Last column: Löwdin charge in e.
Geometry (Å):
C 2.95255 -1.27435 0.51751  -0.075
C 0.15155 -1.71492 -0.60954  -0.073
C 1.16402 0.39575 -1.42406  -0.040
C -2.11576 -1.49761 1.94038  -0.221
C -0.98426 3.03431 -0.54193  -0.326
C 1.71537 -0.47434 0.91080  -0.211
C 0.64749 -0.33806 -0.18843  -0.621
N -0.49498 0.43222 0.38494  -0.502
P -3.09833 -0.82796 -1.11714  0.714
P -1.99507 -0.20335 0.65926  0.618
P -0.39976 2.13151 0.96211  0.893
H 3.42843 -0.86328 -0.36757  0.077
H 2.71206 -2.31825 0.33633  0.076
H 3.67346 -1.23542 1.33031  0.084
H -0.67186 -1.63031 -1.31856  0.021
H 0.94966 -2.25042 -1.11375  0.099
H -0.15099 -2.30440 0.25307  0.077
H 1.93767 -0.18880 -1.90956  0.088
H 1.58739 1.36406 -1.16823  0.075
H 0.35036 0.53654 -2.13396  0.088
H -3.10227 -1.42371 2.39936  0.058
H -1.35540 -1.33149 2.70310  0.062
H -2.00853 -2.49528 1.51559  0.050
H -0.85854 4.09879 -0.33253  0.040
H -2.04712 2.85155 -0.70938  0.021
H -0.42255 2.78144 -1.43967  0.026
H 2.03144 0.52215 1.22380  0.093
H 1.24548 -0.94931 1.77567  0.112
H -4.31271 -0.50775 -0.50196  -0.120
H -2.95917 0.45011 -1.67151  -0.129
H -2.60673 0.88167 1.26353  0.003
H 0.95895 2.28553 0.69325  -0.054

Entry 2:
Computed, not measured: C7H22BaO7 as an isolated structure, with ωB97M-V/def2-TZVPD.

Calculated values
F_max = 1.34 eV Å⁻¹
Net charge = +2
Frontier orbital gap = 10.89 eV
LUMO = -6.37 eV
DFT total energy = -831.5916 Eh
Energy above the lowest of the compared OMol25 structures with the same formula, charge and spin = 0.663 eV
M = 355.57 g mol⁻¹

Last column: Löwdin charge in e.
Geometry (Å):
Ba -0.60294 0.60495 1.63096  2.069
C -1.99822 3.42855 -0.20427  -0.128
O -0.80312 2.66735 -0.31964  -0.265
H -1.91554 4.45031 -0.57779  0.105
H -2.83764 3.01720 -0.77317  0.081
H -2.30701 3.49476 0.84017  0.083
H -0.32720 2.86465 -1.13167  0.104
C -1.23549 -3.17193 2.36853  -0.103
O -1.54084 -2.13125 1.41845  -0.267
H -2.02670 -3.92170 2.39683  0.103
H -0.28196 -3.62566 2.10679  0.088
H -1.27621 -2.75214 3.37655  0.090
H -2.23198 -2.45735 0.83335  0.092
C 2.56325 2.45450 0.30427  -0.096
O 1.61794 2.24776 1.37131  -0.303
H 2.46652 3.47630 -0.05497  0.101
H 3.57823 2.16713 0.58115  0.098
H 2.32271 1.74643 -0.49235  0.081
H 1.87692 2.85108 2.08092  0.102
C 2.69582 -1.11635 1.33097  -0.083
O 1.39551 -1.19553 1.96947  -0.309
H 3.26988 -0.31696 1.79303  0.090
H 3.20102 -2.07663 1.42905  0.107
H 2.63479 -0.96796 0.25311  0.068
H 1.46264 -1.95360 2.55969  0.086
C 1.28017 -1.89973 -2.13781  0.004
O 0.06787 -1.43708 -2.74171  0.060
C -0.77893 -0.73267 -2.05344  -0.617
O -0.55179 -0.19487 -0.97616  -0.106
O -1.91990 -0.71862 -2.69479  0.054
C -2.95999 0.16091 -2.22377  0.021
H 1.87519 -0.99962 -1.98269  0.092
H 1.83269 -2.61758 -2.73453  0.113
H 1.07901 -2.40243 -1.19022  0.097
H -2.52337 1.04904 -1.77251  0.065
H -3.54701 -0.38107 -1.48248  0.105
H -3.55434 0.38984 -3.10062  0.116

Entry 3:
Computed, not measured: a 5-piece molecular cluster, C7H22NO4 overall, with ωB97M-V/def2-TZVPD.

Calculated values
F_max = 5.05 eV Å⁻¹
Net charge = 0
Multiplicity = 2
Frontier orbital gap (spin up / spin down) = 2.73 / 9.05 eV
LUMO (spin up / spin down) = 0.29 / 0.17 eV
DFT total energy = -635.4011 Eh
Energy above the lowest of the compared OMol25 structures with the same formula, charge and spin = 1.498 eV
M = 184.26 g mol⁻¹

Last column: Löwdin charge in e.
Geometry (Å):
C 0.46236 -0.40572 0.89396  -0.144
C 0.61775 -1.87906 0.66037  -0.239
C 1.79868 -2.10192 -0.22012  -0.233
C 1.36213 1.17945 -3.77526  -0.027
C 1.52739 -0.11027 -3.47308  -0.219
C 1.99713 -0.51486 -2.18648  -0.144
C 1.52961 -1.69699 -1.70394  -0.077
N -0.79153 0.11051 1.81696  0.160
H 1.38451 0.04028 1.28194  0.120
H 0.15128 0.19840 0.06338  0.075
H -0.36749 -2.25861 0.09314  0.142
H 0.78108 -2.37292 1.69948  0.143
H 2.18481 -3.08120 -0.19925  0.093
H 2.58615 -1.54015 0.21468  0.089
H 0.66604 1.58430 -4.45737  0.032
H 1.67604 2.02004 -3.18311  0.048
H 1.17835 -0.87519 -4.23945  0.134
H 2.78770 0.10067 -1.53451  0.168
H 0.82131 -2.35022 -2.10738  0.086
H -1.27767 0.99258 1.40958  0.105
H -0.56772 0.08888 2.73362  0.036
H -1.68832 -0.35707 1.73699  0.053
H 1.62655 0.84571 4.80775  0.087
H 0.35784 -0.14434 5.18089  0.041
O 1.02238 0.08328 4.50431  -0.119
H -3.69729 -0.34188 0.70843  -0.020
H -4.19031 -0.39435 2.15274  -0.003
O -3.42978 -0.27971 1.63336  -0.161
H -2.45718 1.56510 -2.23749  0.031
H -0.98423 1.47738 -2.24174  -0.007
O -1.70150 1.54981 -1.62637  -0.152
H -2.67851 2.86971 0.84258  0.021
H -1.53789 2.44701 0.02245  -0.041
O -1.76419 2.63269 0.90887  -0.079

Entry 4:
Computed, not measured: C7H23Cl3CoN6SSi as an isolated structure, with ωB97M-V/def2-TZVPD.

Calculated values
F_max = 2.40 eV Å⁻¹
Net charge = +3
Multiplicity = 5
Frontier orbital gap (spin up / spin down) = 6.82 / 7.89 eV
LUMO (spin up / spin down) = -8.92 / -10.05 eV
DFT total energy = -4059.2345 Eh
Energy above the lowest of the compared OMol25 structures with the same formula, charge and spin = 0.000 eV
M = 416.75 g mol⁻¹

Last column: Löwdin charge in e.
Geometry (Å):
Co 0.31781 -0.51242 -0.23791  0.478
N -1.71081 -1.34023 -0.57048  -0.001
C -2.21064 -0.68664 -1.82352  -0.216
C -1.77518 0.82608 -1.85330  -0.217
N -0.31989 1.00022 -1.57003  -0.022
H -1.92891 -2.32274 -0.57177  0.119
H -2.13403 -0.94336 0.21734  0.035
H -3.32609 -0.76624 -1.86639  0.148
H -1.82191 -1.30750 -2.66176  0.044
H -2.32874 1.31322 -0.98898  0.142
H -2.06327 1.27006 -2.81125  0.019
H -0.15084 1.96629 -1.26223  0.123
H 0.24976 0.92550 -2.42288  0.056
N -0.06290 -0.13752 4.63300  0.065
C 1.30943 -0.00751 4.13004  -0.078
C 1.35687 -0.49863 2.65440  -0.122
N 0.32989 0.13896 1.74979  -0.150
C -0.99988 -0.05946 2.28014  -0.178
C -1.13756 0.39660 3.74520  -0.052
H -0.14751 0.28790 5.56342  0.207
H -0.25587 -1.14036 4.82663  0.213
H 2.05465 -0.63672 4.67484  0.167
H 1.66717 1.07115 4.21485  0.176
H 1.22962 -1.55920 2.48937  0.131
H 2.31170 -0.18703 2.24821  0.124
H 0.55041 1.09708 1.47814  0.141
H -1.20484 -1.12403 2.15127  0.131
H -1.64714 0.51554 1.58349  0.139
H -2.08453 0.12956 4.19117  0.153
H -1.14631 1.45505 3.79237  0.137
N 3.80387 0.19441 -1.03677  0.166
C 2.87134 -0.43209 -1.74889  -0.769
N 2.56837 0.19904 -2.91532  0.132
S 1.87370 -1.73409 -1.14238  0.731
H 4.32629 0.86691 -1.55859  0.131
H 4.24887 -0.17698 -0.20105  0.140
H 3.38688 0.46879 -3.48213  0.160
H 1.95752 -0.34831 -3.44889  0.071
Cl -3.45987 1.13539 -6.71010  0.269
Si -2.15421 0.64049 -5.15932  -0.381
Cl -2.15722 -1.44238 -5.11741  0.270
Cl -0.18597 1.46520 -5.46231  0.165

Entry 5:
Computed, not measured: C7H23F3N7O4Sr as an isolated structure, with ωB97M-V/def2-TZVPD.

Calculated values
F_max = 5.15 eV Å⁻¹
Net charge = -1
Frontier orbital gap = 4.93 eV
LUMO = -0.02 eV
DFT total energy = -1294.9456 Eh
Energy above the lowest of the compared OMol25 structures with the same formula, charge and spin = 12.360 eV
M = 413.92 g mol⁻¹

Last column: Löwdin charge in e.
Geometry (Å):
Sr -8.37184 -1.21648 14.18908  1.699
F -5.29943 -2.25281 11.46834  -0.905
F -7.09643 1.88087 16.83142  -0.897
F -12.51218 -0.44090 15.50899  -0.912
C -4.81028 -3.83480 21.07297  -0.091
C -4.83837 -4.46746 19.75417  -0.418
C -4.27577 -5.92090 19.75586  -0.182
O -4.85470 -6.67557 20.81916  -0.208
C -4.30685 -7.96755 21.09363  -0.100
N -6.24267 -4.30077 19.23171  0.034
H -3.80101 -3.55049 21.37074  0.082
H -5.06149 -4.54130 21.86408  0.082
H -5.38100 -2.90945 20.99497  0.091
H -4.27742 -3.88943 19.01978  0.127
H -3.19035 -5.91204 19.65654  0.121
H -4.61733 -6.44560 18.86360  0.114
H -3.34908 -7.96828 21.61399  0.080
H -4.28615 -8.55442 20.17534  0.084
H -4.92557 -8.44486 21.85356  0.082
H -6.78669 -3.99592 20.02619  0.048
H -6.71599 -5.17579 19.05730  0.057
C -7.26733 3.72120 10.01183  -0.729
O -7.76299 2.78654 10.71029  -0.020
N -7.47087 4.99036 10.19388  0.152
N -6.61841 3.48409 8.88202  0.146
H -6.91821 5.73114 9.78656  0.109
H -8.00797 5.24769 11.00961  0.122
H -6.22633 4.23210 8.32806  0.105
H -6.63886 2.49669 8.67056  0.121
C -12.88408 -3.51916 10.17649  -0.790
O -11.74618 -3.15352 10.41068  0.021
N -13.12888 -4.31393 9.14907  0.146
N -13.88308 -3.41732 11.00287  0.170
H -14.11573 -4.37272 8.94225  0.097
H -12.35791 -4.35794 8.49811  0.118
H -13.72828 -2.80096 11.78787  0.133
H -14.76515 -3.78178 10.67237  0.107
C -7.76586 -7.66478 13.36040  -0.801
O -8.35654 -6.71169 13.82834  0.028
N -8.27644 -8.85007 13.19075  0.154
N -6.54124 -7.57230 12.94435  0.162
H -7.65180 -9.64311 13.22256  0.103
H -9.22436 -9.10255 13.43118  0.117
H -6.19284 -6.64065 12.76900  0.131
H -5.98231 -8.41120 12.88152  0.109

Entry 6:
Computed, not measured: C7H23Fe2O12P as an isolated structure, with ωB97M-V/def2-TZVPD.

Calculated values
F_max = 2.79 eV Å⁻¹
Net charge = 0
Multiplicity = 9
Frontier orbital gap (spin up / spin down) = 6.72 / 6.51 eV
LUMO (spin up / spin down) = -1.32 / -1.44 eV
DFT total energy = -4052.2346 Eh
Energy above the lowest of the compared OMol25 structures with the same formula, charge and spin = 0.000 eV
M = 441.91 g mol⁻¹

Last column: Löwdin charge in e.
Geometry (Å):
Fe 17.69590 13.52832 -10.44635  0.978
Fe 18.44133 15.68334 -12.48673  0.737
O 17.32272 15.44890 -10.81204  -0.387
H 16.64975 16.13687 -10.76445  -0.020
P 18.29639 13.17932 -13.09780  0.055
O 19.17086 13.87278 -11.93062  -0.475
O 18.02653 14.39853 -14.02067  -0.356
O 17.09460 12.77000 -12.12833  -0.425
O 19.08002 12.01665 -13.53801  -0.305
C 13.40597 13.39107 -11.86428  -0.250
C 14.29993 14.58441 -12.05017  -0.296
O 14.78151 14.71185 -13.36502  -0.043
O 14.10430 12.17722 -12.08004  -0.063
H 12.60626 13.41192 -12.60190  0.123
H 13.01347 13.41923 -10.83636  0.114
H 15.12446 14.51234 -11.32810  0.081
H 13.76851 15.49372 -11.72816  0.116
H 15.67219 14.33745 -13.40532  0.052
H 14.98197 12.22537 -11.67724  0.045
C 15.46597 18.60382 -8.39690  -0.249
C 16.72012 17.84439 -8.56477  -0.274
O 17.63929 18.09912 -7.49938  -0.049
O 15.68478 19.94674 -8.81863  -0.054
H 15.19236 18.55079 -7.33664  0.130
H 14.68635 18.12949 -9.00156  0.121
H 17.17346 17.97413 -9.55308  0.101
H 16.50038 16.76675 -8.49499  0.112
H 18.49061 17.71221 -7.72054  0.076
H 14.87904 20.45933 -8.71443  0.085
C 20.98200 17.59703 -12.97314  -0.196
C 21.14777 17.15782 -11.54496  -0.193
O 19.84155 16.86972 -11.05211  -0.093
O 20.14493 16.65154 -13.62949  -0.086
H 21.94283 17.63071 -13.48653  0.135
H 20.51515 18.58448 -13.02657  0.126
H 21.55872 18.01327 -10.99906  0.131
H 21.79519 16.28253 -11.49300  0.138
H 19.90179 16.53496 -10.15364  0.104
H 20.47163 16.39001 -14.49341  0.126
C 16.21200 17.88368 -12.65716  -0.090
O 17.40290 17.41834 -13.29605  -0.140
H 15.71245 18.62594 -13.29641  0.100
H 15.49765 17.06486 -12.60634  0.074
H 16.42414 18.41762 -11.72882  0.081
H 17.77140 18.16161 -13.78055  0.105

Entry 7:
Computed, not measured: a 5-piece molecular cluster, C7H23O8 overall, with ωB97M-V/def2-TZVPD.

Calculated values
F_max = 1.05 eV Å⁻¹
Net charge = -1
Frontier orbital gap = 9.75 eV
LUMO = 3.43 eV
DFT total energy = -882.4422 Eh
Energy above the lowest of the compared OMol25 structures with the same formula, charge and spin = 0.106 eV
M = 235.25 g mol⁻¹

Last column: Löwdin charge in e.
Geometry (Å):
O -0.36657 0.24244 0.08562  -0.372
H -0.65913 0.71701 -0.69594  -0.025
C -1.74271 3.50774 -0.94849  -0.176
O -2.35989 2.41842 -0.27556  -0.127
H -2.49040 4.12272 -1.45247  0.067
H -1.17662 4.14156 -0.25445  0.072
H -1.05304 3.17059 -1.73434  0.075
H -1.61548 1.82020 -0.06184  0.030
C 2.50551 2.52914 0.56640  -0.242
C 2.88066 1.54371 -0.53128  -0.261
O 1.75436 1.29980 -1.34863  -0.095
O 1.75046 1.85681 1.58315  -0.087
H 1.93818 3.34485 0.10474  0.109
H 3.37792 2.92462 1.09313  0.108
H 3.21775 0.60819 -0.06718  0.116
H 3.69541 1.87689 -1.18184  0.109
H 1.09238 0.80524 -0.81792  0.021
H 0.92597 1.51725 1.18321  0.049
C 1.26289 -1.68027 2.51454  -0.266
C 1.36246 -2.64922 1.34544  -0.276
O 1.40111 -2.00291 0.10599  -0.068
O 0.09287 -0.89862 2.50750  -0.073
H 2.13151 -1.00822 2.46779  0.112
H 1.26075 -2.23962 3.45395  0.111
H 0.51179 -3.34766 1.38965  0.109
H 2.24465 -3.27352 1.50954  0.109
H 0.73024 -1.29761 0.06826  0.028
H -0.03663 -0.54222 1.60947  0.013
C -2.62232 -2.36509 -0.62137  -0.270
C -2.38146 -2.15259 -2.10671  -0.266
O -1.10367 -1.62430 -2.36992  -0.064
O -2.74130 -1.16075 0.10803  -0.089
H -1.82902 -2.99732 -0.19805  0.115
H -3.57854 -2.88006 -0.47469  0.110
H -3.17177 -1.48996 -2.48033  0.113
H -2.47179 -3.13284 -2.58433  0.110
H -0.85625 -1.03210 -1.64283  0.042
H -1.88030 -0.67231 0.15175  0.028